(i)
Density functional theory data (ωB97M-V with the def2-TZVPD basis set) for 2 unconnected molecules or ions with the total composition C18H19NO2.

Last column: Mulliken charge in e.
CARTESIAN COORDINATES (ANGSTROEM)
C (-0.9389, 2.1974, 2.9216)  -1.03
C (-0.2858, 1.2429, 1.9497)  0.51
N (0.5139, 1.7195, 0.9577)  -0.18
C (1.8379, 1.9607, 0.9965)  0.68
C (2.3834, 3.1091, 1.7952)  -1.06
O (2.6944, 1.3217, 0.3296)  -0.71
O (-0.5739, 0.0338, 2.0690)  -0.60
H (-0.2728, 2.9921, 3.2621)  0.29
H (-1.8269, 2.6512, 2.4722)  0.22
H (-1.2686, 1.6126, 3.7813)  0.34
H (1.7146, 3.4309, 2.5905)  0.27
H (3.3396, 2.7799, 2.2002)  0.34
H (2.5629, 3.9411, 1.1086)  0.23
C (0.6301, -5.1600, 1.1405)  -1.43
C (0.5932, -3.8009, 0.5193)  1.23
C (1.6475, -2.8876, 0.7187)  -0.86
C (1.5609, -1.6116, 0.2031)  -0.44
C (0.4338, -1.2006, -0.5703)  0.64
C (0.4416, 0.1212, -1.0723)  -0.93
C (-0.6039, 0.7635, -1.7840)  0.90
C (-0.2845, 1.8349, -2.6751)  -0.50
C (-1.2600, 2.4090, -3.4784)  -0.64
C (-2.6043, 2.0410, -3.3092)  -0.29
C (-2.9627, 1.1146, -2.3212)  -0.90
C (-1.9859, 0.4942, -1.5510)  -0.26
C (-0.5817, -2.1660, -0.8326)  -0.48
C (-0.5015, -3.4309, -0.2742)  -1.02
H (-0.3864, -5.5578, 1.2542)  0.38
H (1.1835, -5.8473, 0.4918)  0.29
H (1.1387, -5.1339, 2.1105)  0.37
H (2.5264, -3.2097, 1.2888)  0.38
H (2.3518, -0.8795, 0.3796)  0.50
H (1.3758, 0.6690, -0.9715)  0.58
H (0.7527, 2.1734, -2.7315)  0.41
H (-0.9918, 3.1311, -4.2563)  0.38
H (-3.3861, 2.5169, -3.8949)  0.37
H (-4.0085, 0.8645, -2.1341)  0.37
H (-2.2572, -0.1719, -0.7300)  0.62
H (-1.4039, -1.9086, -1.4955)  0.68
H (-1.2972, -4.1600, -0.4588)  0.34

Calculated values
HOMO ... -0.28113 hartree
LUMO ... -1.6 eV
Orbital gap ... 6.0241 eV
Spin multiplicity ... 1

=====

(ii)
Density functional theory data (ωB97M-V with the def2-TZVPD basis set) for a single C18H19NO2 molecule.

Last column: Mulliken charge in e.
CARTESIAN COORDINATES (ANGSTROEM)
C (-4.1226, -1.0305, -1.0486)  -1.51
C (-4.6236, 0.0261, -1.9885)  1.14
C (-5.7981, -0.3944, -2.8192)  -1.38
C (-4.1145, 1.2529, -2.0852)  -0.89
C (-2.9910, 1.8216, -1.2964)  0.76
O (-3.0740, 2.8991, -0.7442)  -0.64
N (-1.8746, 1.0313, -1.2945)  -0.23
C (-0.6418, 1.2446, -0.6693)  0.67
C (0.3629, 0.3031, -0.8652)  -1.03
C (1.6041, 0.4456, -0.2719)  -0.19
C (1.8622, 1.5468, 0.5357)  0.49
O (3.0453, 1.8000, 1.1685)  -0.42
C (4.1212, 0.9110, 0.9751)  -0.86
C (3.9155, -0.4590, 1.5770)  0.39
C (4.5954, -1.5559, 1.0631)  -0.39
C (4.4233, -2.8093, 1.6222)  -0.52
C (3.5646, -2.9792, 2.6954)  -0.40
C (2.8842, -1.8895, 3.2106)  -0.61
C (3.0619, -0.6339, 2.6574)  -0.13
C (0.8532, 2.4895, 0.7348)  -0.80
C (-0.3830, 2.3459, 0.1445)  -0.33
H (-4.9688, -1.5319, -0.5816)  0.43
H (-3.5586, -1.7892, -1.5934)  0.32
H (-3.4925, -0.6165, -0.2667)  0.36
H (-5.5798, -1.3319, -3.3296)  0.33
H (-6.6657, -0.5613, -2.1814)  0.31
H (-6.0524, 0.3599, -3.5584)  0.37
H (-4.5919, 1.9808, -2.7270)  0.31
H (-1.9223, 0.1900, -1.8515)  0.18
H (0.1748, -0.5595, -1.4901)  0.29
H (2.3519, -0.3131, -0.4397)  0.35
H (4.9671, 1.4006, 1.4727)  0.33
H (4.3619, 0.8229, -0.0942)  0.42
H (5.2621, -1.4255, 0.2218)  0.37
H (4.9573, -3.6561, 1.2164)  0.37
H (3.4268, -3.9591, 3.1280)  0.38
H (2.2139, -2.0159, 4.0479)  0.38
H (2.5338, 0.2185, 3.0585)  0.40
H (1.0644, 3.3395, 1.3639)  0.42
H (-1.1526, 3.0820, 0.3033)  0.52

Calculated values
HOMO ... -0.28939 hartree
LUMO ... 0.7 eV
Orbital gap ... 8.5658 eV
Spin multiplicity ... 1
SMILES ... CC(C)=CC(=O)Nc1ccc(OCc2ccccc2)cc1

=====

(ii) takes first place; second place is 2.253 eV up.

=====

(i)
Density functional theory data (ωB97M-V with the def2-TZVPD basis set) for a molecular structure, C3H6N4S.

Last column: Mulliken charge in e.
CARTESIAN COORDINATES (ANGSTROEM)
C (-1.0683, -0.3486, -0.1181)  0.37
C (-0.7502, 0.9872, -0.4064)  -0.78
C (0.7280, 1.0014, -0.2338)  0.48
H (-1.9869, -1.6306, 1.1781)  0.37
H (-3.0774, -0.4625, 0.0854)  0.24
H (-1.2586, 1.8370, -0.1348)  0.36
H (1.1226, 2.7469, 0.2032)  0.24
H (2.9700, -0.4988, 1.1089)  0.13
H (-0.0215, -1.8054, -1.0165)  0.23
N (-2.2496, -0.9997, 0.0540)  -0.56
N (1.6164, 1.7553, 0.0474)  -0.60
N (1.1970, -0.3960, -0.3418)  -0.09
N (0.0005, -1.1646, -0.3228)  -0.21
S (2.7778, -1.0215, -0.1028)  -0.15

Calculated values
HOMO ... -0.29157 hartree
LUMO ... 0.3 eV
Orbital gap ... 8.2575 eV
Spin multiplicity ... 1

=====

(ii)
Density functional theory data (ωB97M-V with the def2-TZVPD basis set) for a single C3H6N4S molecule.

Last column: Mulliken charge in e.
CARTESIAN COORDINATES (ANGSTROEM)
H (3.2917, -0.1237, -0.8708)  0.28
N (2.9961, 0.3414, -0.0106)  -0.56
C (1.9091, -0.1507, 0.4049)  -0.19
N (1.2263, -1.2230, -0.1895)  -0.57
C (-0.0232, -1.2713, -0.3498)  0.21
N (-0.9745, -0.2593, -0.1590)  -0.21
S (-2.6094, -0.7596, 0.0100)  -0.19
C (-0.6779, 1.1205, -0.2918)  0.07
N (-1.4495, 2.1136, -0.1298)  -0.60
H (-2.3715, 1.7961, 0.1599)  0.22
H (1.4809, 0.2470, 1.3324)  0.54
H (-0.5019, -2.2062, -0.6676)  0.37
H (-2.6625, -0.9176, 1.3362)  0.17
H (0.3664, 1.2927, -0.5743)  0.45

Calculated values
HOMO ... -0.36144 hartree
LUMO ... 0.3 eV
Orbital gap ... 10.0861 eV
Spin multiplicity ... 1
SMILES ... [H]/N=C\N=C/N(S)/C=N\[H]

=====

(iii)
Density functional theory data (ωB97M-V with the def2-TZVPD basis set) for a molecular structure, C3H6N4S.

Last column: Mulliken charge in e.
CARTESIAN COORDINATES (ANGSTROEM)
C (-0.1476, -0.2954, 0.6194)  0.75
C (-0.5077, 0.6184, -1.4727)  -0.22
C (1.8076, -0.9623, 1.6572)  -0.16
H (-1.7418, 0.3722, 1.7393)  0.28
H (-2.4361, 0.7462, -0.0491)  0.44
H (1.1074, -0.9036, -0.8927)  0.14
H (-0.7787, 1.8018, -0.7452)  0.38
H (-1.2848, 1.1602, -2.9778)  0.26
H (2.2891, -1.0347, 2.7033)  0.29
N (-1.3966, 0.0736, 0.7650)  -0.58
N (0.2309, -0.2407, -0.6852)  -0.02
N (-0.5380, 0.2630, -2.7605)  -0.58
N (0.4324, -0.6910, 1.8007)  -0.60
S (2.9640, -0.9079, 0.2984)  -0.36

Calculated values
HOMO ... -0.30876 hartree
LUMO ... -1.2 eV
Orbital gap ... 7.2232 eV
Spin multiplicity ... 1

=====

(ii) takes first place; second place is 2.543 eV up.

=====

(i)
Density functional theory data (ωB97M-V with the def2-TZVPD basis set) for a molecular structure, H20O10Xe.

Last column: Mulliken charge in e.
CARTESIAN COORDINATES (ANGSTROEM)
Xe (-7.0167, -1.1482, 4.0320)  0.05
O (-9.9828, -1.5400, 1.3785)  -0.69
H (-10.3162, -2.3435, 1.7778)  0.31
H (-10.0966, -0.8713, 2.0539)  0.38
O (-7.8771, -4.6320, 5.9490)  -0.63
H (-8.4341, -5.3449, 5.6361)  0.29
H (-7.2234, -4.5178, 5.2591)  0.35
O (-10.2527, 0.0777, 3.4986)  -0.63
H (-9.7856, -0.1725, 4.2957)  0.32
H (-11.0713, 0.4630, 3.8111)  0.27
O (-6.3253, -4.3174, 3.3218)  -0.62
H (-6.8302, -3.9080, 2.6191)  0.33
H (-5.4815, -3.8658, 3.3055)  0.31
O (-7.1802, 1.8927, 5.7634)  -0.60
H (-7.0782, 2.3054, 4.9058)  0.31
H (-6.3367, 2.0261, 6.1958)  0.31
O (-2.9195, -1.5906, 2.1197)  -0.64
H (-3.8196, -1.3400, 1.9117)  0.38
H (-2.3789, -1.0105, 1.5836)  0.30
O (-5.3144, -0.9067, 0.8369)  -0.64
H (-5.9496, -0.1943, 0.9088)  0.27
H (-5.8479, -1.6934, 0.7242)  0.37
O (-7.3453, -2.9464, 0.9025)  -0.70
H (-7.6633, -3.8449, 0.8143)  0.30
H (-8.1247, -2.4368, 1.1242)  0.36
O (-3.9672, 0.6547, 5.7209)  -0.61
H (-4.5660, -0.0920, 5.7314)  0.28
H (-3.7699, 0.8170, 6.6434)  0.31
O (-9.4287, -0.0403, 6.4298)  -0.63
H (-9.9748, 0.7070, 6.6739)  0.32
H (-8.6129, 0.3507, 6.1171)  0.27

Calculated values
HOMO ... -0.39177 hartree
LUMO ... 0.1 eV
Orbital gap ... 10.7670 eV
Spin multiplicity ... 1

=====

(ii)
Density functional theory data (ωB97M-V with the def2-TZVPD basis set) for a molecular structure, H20O10Xe.

Last column: Mulliken charge in e.
CARTESIAN COORDINATES (ANGSTROEM)
Xe (14.2281, 18.6548, 6.4430)  0.00
O (17.1364, 20.6532, 7.7395)  -0.59
H (17.6645, 20.0070, 7.2707)  0.36
H (17.4197, 20.5792, 8.6508)  0.26
O (15.7669, 19.9867, 2.5491)  -0.61
H (16.3921, 20.1073, 1.8344)  0.29
H (16.2107, 19.3979, 3.1595)  0.28
O (11.7025, 15.0192, 6.4664)  -0.61
H (12.5020, 15.4593, 6.1780)  0.31
H (11.0969, 15.7316, 6.6714)  0.30
O (17.8739, 18.4058, 6.2138)  -0.66
H (17.6504, 18.4041, 5.2830)  0.32
H (17.2008, 17.8621, 6.6232)  0.28
O (15.4013, 22.2292, 5.9293)  -0.59
H (16.0718, 21.7031, 6.3652)  0.32
H (14.6220, 22.1250, 6.4752)  0.28
O (14.9462, 18.0837, 10.1520)  -0.63
H (14.3593, 17.3790, 10.4263)  0.32
H (15.5436, 17.6697, 9.5291)  0.29
O (13.7108, 22.3561, 8.4258)  -0.65
H (13.0236, 22.8832, 8.8334)  0.28
H (13.3735, 21.4607, 8.4515)  0.41
O (12.8147, 19.8563, 3.3998)  -0.59
H (13.7676, 19.7944, 3.3341)  0.34
H (12.5443, 19.0150, 3.7677)  0.34
O (11.5933, 17.5585, 4.6613)  -0.66
H (10.8093, 17.8631, 5.1183)  0.30
H (11.2902, 16.8228, 4.1292)  0.32
O (12.7274, 20.1704, 9.6916)  -0.71
H (12.8988, 20.8919, 10.2970)  0.34
H (13.5069, 19.6180, 9.7498)  0.35

Calculated values
HOMO ... -0.36551 hartree
LUMO ... -0.3 eV
Orbital gap ... 9.6760 eV
Spin multiplicity ... 1

=====

(i) takes first place; second place is 0.691 eV up.